# C17H23GaO3

A molecular structure, C17H23GaO3 at a distorted geometry (wB97M-V/def2-TZVPD, OMol25).

Last column: Mulliken charge in e.
Atoms and positions in Å:
Ga 0.7348 0.8402 -0.2535  -0.023
C -0.2320 2.3468 1.4065  -0.609
C -0.9031 2.1170 0.1087  0.054
C -2.0833 1.3019 0.4323  -0.803
H -0.8530 2.8219 -0.7258  0.625
C -2.0618 1.0026 1.7945  -0.410
C -0.9331 1.6260 2.3897  -0.711
H -0.6990 1.6201 3.4568  0.407
H 0.5373 3.1021 1.5662  0.567
H -2.8917 1.0889 -0.2753  0.402
H -2.8381 0.4604 2.3410  0.347
C 2.3257 -0.1715 1.0833  -0.509
C 2.0046 -0.0824 2.4841  -0.858
C 0.9711 -0.9872 2.7643  -0.558
H 2.5376 0.5276 3.2093  0.343
C 0.6547 -1.7140 1.5903  -0.708
C 1.4515 -1.2000 0.5124  -0.130
H 1.6527 -1.7272 -0.4241  0.459
H 3.2600 0.1613 0.6244  0.765
H 0.5173 -1.1601 3.7431  0.361
H 0.0181 -2.6024 1.5425  0.452
O 0.4758 0.0653 -1.9493  0.057
C -1.7912 -2.5264 -1.5216  0.581
C -1.6755 -1.4531 -2.5497  -0.977
C -2.6292 -2.2818 -0.3401  -0.917
C -0.6878 -3.5071 -1.5274  -1.314
C -0.7483 -0.1281 -2.6266  -0.473
H -2.7037 -1.0357 -2.6365  0.160
H -1.4105 -2.0085 -3.4763  0.340
H -0.3906 -0.1012 -3.6535  0.385
H -1.4021 0.7439 -2.4233  0.016
H -3.3297 -3.1126 -0.1497  0.326
H -3.2217 -1.3599 -0.4681  0.119
H -1.9701 -2.1735 0.5438  -0.070
H -0.9433 -4.4692 -2.0022  0.271
H -0.3678 -3.6955 -0.4942  0.194
H 0.1516 -3.0964 -2.1215  0.202
C 3.1543 3.2210 0.4226  -0.563
O 3.2196 2.3412 -0.7578  -0.350
C 1.9916 2.1831 -1.3560  0.391
O 1.6889 2.7134 -2.3989  -0.557
H 4.1499 3.6629 0.5609  0.254
H 2.8615 2.6355 1.3114  0.148
H 2.4083 4.0107 0.2432  0.315

Atomic forces in eV per Å
Ga 0.3 -0.2 -2.2
C -0.9 -0.2 0.1
C -1.1 -0.4 1.3
C 0.5 0.8 0.0
H 0.1 -0.4 0.1
C -0.2 0.5 -0.4
C 0.1 0.8 -0.3
H 0.1 -0.2 -0.4
H 0.0 -0.5 0.0
H 0.6 -0.2 0.3
H 0.4 -0.1 -0.3
C -0.3 -0.3 0.8
C 0.3 -0.3 -0.8
C 0.4 -0.5 -0.4
H -0.3 0.1 -0.2
C 0.6 0.5 -0.3
C 0.1 -0.6 1.3
H -0.4 0.5 0.2
H -0.5 0.1 0.1
H 0.1 0.2 -0.3
H 0.0 0.7 -0.2
O -0.6 -0.9 1.1
C 0.1 1.4 -1.4
C -0.2 -0.4 0.1
C 0.4 -0.2 0.1
C 0.0 0.5 0.0
C 0.4 0.1 0.4
H 0.3 0.1 -0.5
H -0.2 0.5 -0.3
H -0.6 0.2 -0.7
H 0.0 -0.1 -0.2
H -0.3 -0.1 0.4
H 0.2 -0.3 0.2
H -0.5 0.2 0.6
H 0.1 -0.7 0.0
H 0.5 -0.4 0.1
H 0.0 -0.3 0.4
C -0.3 -0.9 -0.9
O 2.1 2.0 0.7
C -2.5 -0.6 0.7
O 1.2 0.0 0.6
H -0.3 -0.2 -0.1
H 0.1 0.2 -0.3
H 0.3 -0.1 0.1

Calculated values
LUMO (alpha / beta) in eV: 5.1 / 5.1
Charge: -2
Gap between HOMO and LUMO (alpha / beta) in eV: 2.46 / 2.46